{
  "formula": "C41H57BrF2NP2RuSSi",
  "method": "ωB97M-V/def2-TZVPD",
  "species": ["Ru", "C", "S", "C", "C", "C", "N", "P", "C", "C", "C", "C", "C", "C", "C", "C", "C", "C", "C", "C", "P", "C", "C", "C", "C", "C", "C", "C", "C", "C", "C", "C", "C", "H", "H", "H", "H", "H", "H", "H", "H", "H", "H", "H", "H", "H", "H", "H", "H", "H", "H", "H", "H", "H", "H", "H", "H", "H", "H", "H", "H", "H", "F", "C", "F", "H", "C", "C", "C", "C", "Si", "Br", "C", "C", "C", "C", "C", "C", "C", "C", "H", "H", "H", "H", "H", "H", "H", "H", "H", "H", "H", "H", "H", "H", "H", "H", "H", "H", "H", "H", "H", "H", "H", "H", "H", "H", "H"],
  "positions_angstrom": [[0.50923, -0.03069, -0.20463], [-0.31746, 6.13104, 5.30336], [0.91407, 6.41252, 4.00466], [1.75982, 4.80954, 4.03946], [1.13675, 3.80878, 3.07448], [1.88429, 2.48258, 3.05531], [1.41649, 1.59099, 1.95088], [0.00773, 0.63816, 1.92126], [-1.49114, 1.57134, 2.09448], [-2.08505, 1.69887, 3.35476], [-3.16961, 2.54464, 3.51610], [-3.65852, 3.26370, 2.43291], [-3.07441, 3.13436, 1.17677], [-1.99419, 2.28843, 1.00537], [0.10974, -0.62833, 3.15680], [1.31985, -0.92173, 3.79729], [1.37954, -1.96943, 4.69866], [0.24957, -2.74354, 4.94160], [-0.94856, -2.46951, 4.28903], [-1.02283, -1.41760, 3.39605], [1.93722, 1.68769, 0.35270], [1.85420, 3.30278, -0.35773], [2.91612, 4.16363, -0.04306], [2.87072, 5.47653, -0.47942], [1.79380, 5.91766, -1.23897], [0.75750, 5.05263, -1.57292], [0.78068, 3.74141, -1.13166], [3.50001, 0.90816, 0.10358], [4.28698, 1.24218, -1.01081], [5.41860, 0.50071, -1.27844], [5.75762, -0.58526, -0.46751], [4.97220, -0.93074, 0.62347], [3.84361, -0.18431, 0.91869], [-0.85873, 7.06800, 5.41969], [0.16622, 5.90067, 6.25013], [-1.03402, 5.35356, 5.04172], [1.75704, 4.42767, 5.06249], [2.80295, 4.99319, 3.77298], [1.13389, 4.25002, 2.07659], [0.09200, 3.63657, 3.34525], [1.75210, 1.93854, 3.99268], [2.95939, 2.62263, 2.91542], [-1.69986, 1.15111, 4.20585], [-3.63290, 2.64455, 4.48863], [-4.50361, 3.92647, 2.56648], [-3.46830, 3.69011, 0.33597], [-1.55857, 2.17444, 0.02080], [2.20483, -0.32609, 3.61686], [2.30457, -2.18283, 5.21743], [0.30177, -3.56391, 5.64547], [-1.82419, -3.07367, 4.48457], [-1.95988, -1.19938, 2.89637], [3.76479, 3.81916, 0.53748], [3.67810, 6.15370, -0.23449], [1.76708, 6.94374, -1.58234], [-0.06592, 5.40418, -2.17973], [-0.02360, 3.06593, -1.39719], [4.01735, 2.07632, -1.64589], [6.04914, 0.76480, -2.11671], [6.65212, -1.15357, -0.68758], [5.25051, -1.76408, 1.25446], [3.26496, -0.40732, 1.80398], [1.76873, -2.37179, 0.86577], [0.91900, -2.02606, -0.07354], [-0.34235, -2.35347, 0.27864], [1.17712, -2.43575, -1.05406], [-3.34114, -3.62122, -4.81079], [-2.28321, -2.59494, -4.32176], [-1.29067, -3.30774, -3.38971], [-1.51334, -2.08408, -5.54426], [-3.33698, -1.28931, -3.45552], [-0.93149, 0.20811, -2.08404], [-3.85327, 0.26713, -4.38289], [-4.62099, 1.28016, -3.52758], [-2.72185, 1.01659, -5.10052], [-4.81214, -0.31978, -5.45733], [-4.28778, -1.77776, -1.89462], [-3.80418, -3.07866, -1.24421], [-5.74354, -1.99411, -2.38347], [-4.28334, -0.68514, -0.81308], [-2.80888, -4.44581, -5.29306], [-4.01855, -3.19893, -5.55582], [-3.93448, -4.05129, -4.00236], [-0.69764, -4.00005, -3.99268], [-1.77531, -3.88751, -2.60916], [-0.59486, -2.60029, -2.92853], [-0.98843, -2.93027, -5.99444], [-0.76493, -1.33357, -5.28016], [-2.16650, -1.67238, -6.31204], [-3.99714, 1.69112, -2.72971], [-5.53027, 0.87337, -3.08671], [-4.92138, 2.11058, -4.17155], [-2.02106, 1.46908, -4.39516], [-3.17155, 1.83243, -5.67227], [-2.16449, 0.40311, -5.80020], [-5.64506, -0.88818, -5.03638], [-4.28956, -0.94365, -6.18449], [-5.24573, 0.51991, -6.00762], [-3.81780, -3.93210, -1.92014], [-4.47921, -3.31640, -0.41800], [-2.79917, -2.97560, -0.82856], [-5.82130, -2.77526, -3.14403], [-6.20344, -1.08328, -2.76773], [-6.33973, -2.32298, -1.52812], [-3.27633, -0.49187, -0.43426], [-4.88797, -1.04118, 0.02582], [-4.71529, 0.25426, -1.14910]],
  "atomic_forces_ev_per_a": [[0.5986, -0.6841, 0.3682], [0.0179, 0.1288, -0.0912], [-0.0347, -0.2099, 0.1880], [0.0432, 0.0684, 0.0580], [-0.1355, 0.0232, -0.0677], [0.0430, -0.0697, 0.0682], [-0.1741, -0.1994, -0.1285], [-0.4149, 0.1472, -0.2031], [-0.0027, 0.1041, 0.1578], [0.0448, 0.0118, 0.0177], [-0.0338, 0.0138, 0.0116], [-0.0077, 0.0069, -0.0107], [-0.0191, -0.0113, 0.0227], [-0.0337, -0.0353, 0.0242], [0.1622, -0.0503, -0.1198], [-0.0470, 0.0097, 0.0201], [-0.0135, -0.0320, 0.0354], [0.0134, 0.0327, -0.0202], [0.0167, -0.0211, 0.0276], [-0.0839, 0.0555, -0.0268], [-0.2680, 0.0415, -0.5784], [0.3321, -0.0486, 0.0520], [-0.0908, 0.1032, -0.0425], [0.0537, -0.0181, 0.0187], [-0.0419, 0.0048, -0.0258], [0.0124, 0.0427, 0.0015], [-0.0695, -0.0333, 0.0531], [0.0639, -0.0633, 0.1869], [-0.0901, -0.0270, -0.0153], [0.0546, -0.0582, 0.0109], [0.0011, 0.0397, -0.0367], [0.0234, 0.0088, 0.0199], [0.0972, 0.1701, 0.0365], [-0.0087, 0.0042, -0.0129], [0.0402, -0.0165, -0.0073], [0.0303, -0.0364, -0.0460], [0.0095, 0.0389, 0.0117], [-0.0018, 0.0201, -0.0243], [-0.0168, -0.0215, -0.0156], [-0.0037, 0.0080, -0.0066], [0.0272, 0.0127, -0.0140], [0.0020, 0.0257, 0.0006], [-0.0004, 0.0093, -0.0079], [0.0048, 0.0009, -0.0105], [0.0074, -0.0083, -0.0017], [0.0098, -0.0024, 0.0134], [0.0281, 0.0193, -0.0004], [-0.0193, 0.0320, 0.0102], [-0.0113, -0.0035, -0.0103], [0.0038, 0.0111, -0.0055], [0.0129, 0.0038, -0.0016], [0.0133, -0.0105, -0.0027], [-0.0086, -0.0078, -0.0029], [-0.0099, -0.0066, -0.0073], [-0.0037, -0.0172, 0.0065], [0.0114, -0.0011, 0.0020], [0.0256, 0.0074, -0.0103], [0.0032, -0.0033, 0.0034], [-0.0035, -0.0033, 0.0061], [-0.0180, -0.0055, 0.0020], [0.0094, 0.0110, -0.0048], [-0.0526, -0.0523, -0.0299], [0.0990, 0.1455, 0.1985], [-0.3821, 0.2935, -0.3564], [0.0481, -0.1128, -0.1473], [0.0630, -0.0526, -0.0177], [-0.0287, -0.0237, -0.0071], [-0.1255, 0.0161, 0.0050], [0.0636, 0.0423, 0.0259], [0.0450, 0.0663, 0.0110], [0.0376, -0.0302, 0.0800], [0.0588, 0.2554, 0.3923], [-0.0080, -0.0969, -0.0188], [-0.0076, 0.0366, 0.0535], [0.0386, 0.0575, 0.0752], [0.0123, -0.0184, -0.0343], [-0.0078, 0.0246, -0.0692], [0.0751, -0.0026, 0.0462], [-0.0262, -0.0093, -0.0366], [0.0135, 0.0131, 0.0264], [-0.0110, 0.0142, 0.0032], [-0.0026, -0.0108, 0.0202], [0.0130, 0.0003, -0.0372], [-0.0317, -0.0030, 0.0072], [0.0163, 0.0291, 0.0088], [-0.0016, -0.0492, -0.0218], [-0.0100, 0.0142, 0.0065], [-0.0054, -0.0248, -0.0175], [0.0011, 0.0176, 0.0028], [-0.0273, 0.0115, -0.0275], [0.0322, 0.0098, -0.0041], [0.0000, -0.0183, 0.0078], [-0.0108, 0.0053, -0.0422], [0.0037, -0.0126, 0.0056], [0.0224, -0.0337, -0.0030], [0.0083, 0.0016, -0.0089], [-0.0299, 0.0061, 0.0185], [0.0035, -0.0153, 0.0120], [-0.0074, 0.0147, 0.0276], [0.0025, 0.0129, -0.0083], [-0.0224, -0.0216, -0.0212], [-0.0091, 0.0246, 0.0050], [0.0074, -0.0524, 0.0023], [0.0102, 0.0087, -0.0090], [-0.0366, -0.0028, 0.0096], [-0.0085, 0.0069, -0.0188], [0.0273, 0.0026, 0.0102]],
  "lowdin_charge": [0.602, -0.395, 0.828, -0.507, -0.261, -0.186, -0.373, 0.921, -0.352, -0.073, -0.033, -0.020, -0.040, -0.105, -0.352, -0.084, -0.031, -0.012, -0.030, -0.085, 0.912, -0.362, -0.085, -0.026, -0.012, -0.033, -0.082, -0.344, -0.057, -0.021, -0.006, -0.034, -0.090, 0.040, 0.043, 0.024, 0.088, 0.078, 0.090, 0.100, 0.124, 0.129, 0.117, 0.126, 0.127, 0.120, 0.033, 0.089, 0.126, 0.129, 0.126, 0.117, 0.121, 0.129, 0.130, 0.123, 0.057, 0.118, 0.129, 0.131, 0.127, 0.076, 0.106, -0.415, 0.025, 0.140, -0.057, -0.615, -0.089, -0.081, 0.984, 0.383, -0.621, -0.083, -0.090, -0.057, -0.609, -0.082, -0.061, -0.096, 0.112, 0.087, 0.071, 0.103, 0.067, 0.028, 0.103, 0.084, 0.077, 0.074, 0.074, 0.104, 0.038, 0.104, 0.065, 0.084, 0.078, 0.113, 0.075, 0.103, 0.069, 0.089, 0.073, 0.108, 0.033, 0.101, 0.064],
  "e_tot_ha": -5889.3625,
  "homo_lumo_gap_ev": [3.39, 3.39],
  "total_charge": 3,
  "lumo_energy_ev": [-10.915, -10.912]
}